{"formula": "C14H20O3", "method": "ωB97M-V/def2-TZVPD", "smiles": "C=C(C)C(=O)O[C@@]12C[C@@H]3C[C@@H](C[C@@](O)(C3)C1)C2", "gap_ev": 10.2, "multiplicity": 1, "charge": 0, "homo_ha": -0.356, "symbols": ["O", "O", "O", "C", "C", "C", "C", "C", "C", "C", "C", "C", "C", "C", "C", "C", "C", "H", "H", "H", "H", "H", "H", "H", "H", "H", "H", "H", "H", "H", "H", "H", "H", "H", "H", "H", "H"], "positions_angstrom": [[-1.792993, 2.050812, 0.436036], [2.838920, -2.396597, -0.583336], [0.168706, 1.374703, -0.437737], [-0.801120, 2.295706, -0.269073], [0.612367, 4.151799, -0.896392], [-0.638093, 3.572491, -0.997533], [-1.858522, 4.530664, -1.158604], [-0.927347, -2.327407, 1.192591], [0.376536, -2.775693, -0.725825], [1.508041, -2.096116, 1.292861], [-1.207136, -0.697938, -0.713242], [0.070682, -0.018976, 1.578778], [1.373307, -0.531153, -0.583898], [-0.991076, -2.159071, -0.389017], [0.131777, -1.524375, 1.883720], [1.554142, -1.986067, -0.158149], [0.006238, 0.031286, 0.019729], [3.064086, -3.390375, -0.598010], [0.686354, 5.207318, -1.234734], [1.429141, 3.705774, -0.487745], [-2.179450, 5.076430, -0.236402], [-1.639421, 5.286412, -1.957724], [-2.650329, 3.814102, -1.481327], [-1.846855, -1.889145, 1.677062], [-0.905662, -3.339116, 1.584755], [0.261822, -3.771519, -0.272662], [0.410873, -2.869684, -1.810801], [2.376445, -1.496313, 1.581221], [1.846291, -3.039547, 1.791391], [-1.030080, -0.561751, -1.758606], [-2.201820, -0.418531, -0.421783], [0.924750, 0.525630, 2.009543], [-0.835536, 0.389396, 1.976875], [1.386748, -0.444729, -1.667029], [2.160305, 0.173370, -0.234768], [-1.717182, -2.823189, -0.904396], [0.035088, -1.628599, 2.954229]], "forces_ev_per_a": [[1.565, 0.783, -1.361], [1.369, -1.836, -1.072], [-0.461, 2.066, -0.774], [-2.438, -1.879, 1.237], [-4.404, 1.193, -1.989], [2.484, 2.895, 2.008], [0.066, -1.395, -0.946], [-3.576, 1.423, 0.558], [-0.526, -0.118, -1.330], [0.510, 1.089, 3.980], [2.211, -0.282, 1.403], [-0.447, -1.311, -1.515], [-0.679, 0.306, 1.001], [0.779, -1.370, 2.156], [2.807, -0.150, -1.068], [-0.584, -1.008, -1.195], [1.029, 0.238, -0.550], [-1.285, 2.292, 0.311], [0.165, -0.810, 0.362], [2.234, -1.453, 0.793], [0.487, -0.800, -0.614], [-0.248, -0.786, 0.662], [-0.025, 1.159, 0.160], [0.118, -0.558, -0.753], [0.155, -0.397, -0.518], [0.734, 0.021, -0.365], [0.531, -0.130, -0.202], [-0.201, 0.584, 0.514], [-0.948, -0.013, -1.027], [-0.148, 0.407, -0.828], [-0.263, 0.557, 0.219], [-0.144, -0.201, -0.468], [-0.550, 0.351, 0.232], [-0.296, -0.087, -0.177], [-0.276, -0.810, 0.086], [0.005, 0.494, 0.735], [0.251, -0.465, 0.334]], "lowdin_charge": [0.08, -0.02, 0.01, -0.43, 0.11, -0.21, -0.06, -0.13, -0.09, -0.10, -0.04, -0.05, 0.00, -0.25, -0.26, -0.56, -0.33, 0.15, 0.08, 0.03, 0.09, 0.08, 0.08, 0.13, 0.12, 0.13, 0.13, 0.12, 0.14, 0.12, 0.12, 0.14, 0.11, 0.13, 0.15, 0.15, 0.13]}


{"formula": "C14H21Al2ClCsF8N2O11", "method": "ωB97M-V/def2-TZVPD", "gap_ev": 5.0, "multiplicity": 1, "charge": -1, "homo_ha": -0.226, "symbols": ["C", "C", "C", "O", "C", "N", "C", "O", "C", "C", "O", "N", "O", "C", "C", "C", "C", "O", "O", "H", "H", "H", "H", "H", "H", "H", "H", "H", "H", "H", "H", "H", "H", "H", "F", "Al", "F", "F", "F", "Cs", "C", "C", "O", "C", "H", "H", "H", "H", "H", "H", "O", "Cl", "O", "O", "O", "F", "Al", "F", "F", "F"], "positions_angstrom": [[5.198619, 0.203058, 1.167816], [4.685886, 0.588197, -0.229104], [3.698368, 1.791057, -0.222393], [2.501276, 1.577506, 0.471995], [1.391639, 1.282579, -0.363531], [1.125910, -0.183651, -0.249939], [1.554106, -1.037015, -1.187711], [2.248904, -0.544052, -2.241293], [1.278863, -2.385691, -1.099982], [0.559763, -2.832397, 0.007259], [0.281093, -4.162128, 0.153549], [1.568644, -4.825558, 0.706642], [1.564495, -4.822583, 1.847425], [0.111644, -1.937177, 0.961964], [0.406773, -0.591139, 0.836319], [-0.064447, 0.371155, 1.881599], [-1.612430, 0.310313, 2.052184], [-2.147804, -0.518046, 2.737509], [-2.200341, 1.245927, 1.305988], [5.484097, -0.850687, 1.138357], [6.107978, 0.748614, 1.411112], [4.437992, 0.294294, 1.940190], [4.291056, -0.294141, -0.729099], [5.586424, 0.885810, -0.818372], [3.566932, 2.133285, -1.315403], [4.216726, 2.652464, 0.299282], [0.489825, 1.750719, 0.005434], [1.486469, 1.619965, -1.398251], [2.926390, -1.191800, -2.468053], [1.614406, -3.048282, -1.884798], [-0.474418, -2.259037, 1.812366], [0.205387, 1.400778, 1.693235], [0.388575, 0.102149, 2.840181], [-2.717233, 1.929468, 1.821129], [-5.689854, 1.686104, 2.546024], [-4.815949, 3.152954, 2.552355], [-5.010569, 3.925551, 1.078902], [-3.161048, 2.737933, 2.891003], [-5.431512, 4.143559, 3.791341], [4.289666, 3.266837, -2.067637], [-3.917721, -7.388573, -1.108959], [-2.970444, -6.326532, -1.614185], [-2.880912, -6.064183, -2.790294], [-2.134344, -5.604516, -0.582795], [-4.452712, -7.825204, -1.949198], [-3.360395, -8.173699, -0.595054], [-4.638764, -6.948038, -0.418924], [-1.499117, -6.316062, -0.052649], [-2.782354, -5.090982, 0.129707], [-1.513440, -4.875380, -1.083764], [-2.272471, 1.943899, -1.644338], [-1.818423, 3.149856, -0.969621], [-2.560876, 3.315194, 0.228157], [-1.781329, 4.247175, -1.878463], [-0.442972, 2.869534, -0.475784], [-1.773317, 8.709610, -2.068385], [-0.204171, 8.144128, -1.771765], [-0.201565, 6.859796, -0.673097], [0.738595, 9.415640, -1.118537], [0.524408, 7.641433, -3.237640]], "forces_ev_per_a": [[0.056, -0.529, -0.419], [0.546, 0.742, 0.143], [-0.536, -2.333, 1.734], [0.217, 0.017, -0.739], [0.670, -0.854, 0.728], [0.079, 0.849, -0.363], [-0.248, -1.054, -0.194], [0.163, 0.478, 0.515], [0.178, 0.206, 0.147], [-0.235, -0.150, -0.103], [0.177, 0.557, 0.104], [0.398, -0.234, 0.693], [-0.126, -0.039, -0.661], [0.105, 0.042, 0.101], [-0.295, -0.132, 0.117], [0.139, -0.025, 0.120], [-1.260, 1.216, -0.990], [0.458, -0.300, 0.213], [1.973, -2.518, 0.490], [0.047, 0.030, 0.100], [-0.194, 0.220, 0.273], [0.011, 0.241, -0.001], [-0.386, 0.191, -0.040], [-0.461, -0.174, 0.123], [-4.729, -8.003, 7.690], [-0.498, -0.721, -0.282], [-0.033, 0.271, -0.062], [0.133, -0.415, 0.146], [-0.187, -0.069, -0.274], [-0.116, -0.113, 0.044], [-0.040, -0.023, -0.032], [-0.038, 0.037, -0.073], [-0.117, -0.249, -0.085], [-0.327, 0.151, 0.524], [0.396, 0.255, 0.072], [-1.085, 0.187, 0.072], [-0.055, -0.079, 0.289], [-0.504, 0.348, 0.211], [0.372, -0.270, -0.100], [5.709, 10.812, -9.010], [-0.058, -0.008, -0.246], [-0.001, 0.023, 0.027], [0.027, -0.050, -0.004], [-0.247, -0.056, -0.298], [0.007, 0.011, -0.006], [-0.039, 0.057, 0.135], [0.074, -0.051, 0.114], [-0.080, 0.017, 0.125], [0.048, -0.102, 0.114], [0.010, 0.031, -0.083], [0.296, 0.285, -0.280], [-0.139, -1.347, 0.663], [-0.722, 1.670, -0.900], [-0.120, -0.110, 0.435], [0.191, 1.046, -0.966], [0.268, -0.019, -0.028], [-0.152, 0.126, 0.047], [0.247, 0.098, -0.085], [-0.039, -0.210, -0.160], [0.075, 0.023, 0.178]], "lowdin_charge": [-0.08, -0.23, -0.55, -0.05, -0.10, 0.15, -0.26, 0.10, 0.10, -0.27, -0.09, 0.10, 0.17, 0.10, -0.08, 0.02, -0.48, 0.12, 0.06, 0.08, 0.08, 0.08, 0.09, 0.10, -0.38, 0.10, 0.04, 0.15, 0.13, 0.14, 0.15, 0.12, 0.15, 0.04, -0.20, -0.09, -0.16, -0.12, -0.20, 1.65, -0.03, -0.50, 0.07, -0.03, 0.08, 0.08, 0.09, 0.08, 0.10, 0.06, -0.36, 0.72, -0.33, -0.29, -0.43, -0.20, -0.15, -0.19, -0.22, -0.22]}


{"formula": "C14H21AuN2Te", "method": "ωB97M-V/def2-TZVPD", "gap_ev": 7.2, "multiplicity": 1, "charge": 2, "homo_ha": -0.511, "symbols": ["Au", "C", "Te", "C", "C", "C", "C", "C", "C", "C", "H", "H", "H", "H", "H", "H", "H", "H", "C", "C", "N", "C", "C", "N", "C", "C", "H", "H", "H", "H", "H", "H", "H", "H", "H", "H", "H", "H", "H"], "positions_angstrom": [[-0.027030, -1.165559, -0.598606], [0.680057, -2.724024, 2.767753], [1.163724, -0.945251, 1.670720], [-0.368378, -0.096646, 2.912048], [-0.194309, -0.873155, 4.196113], [-0.551323, -0.334917, 5.425245], [-0.410036, -1.095780, 6.577278], [0.101841, -2.384026, 6.504449], [0.476202, -2.919737, 5.280247], [0.319898, -2.167854, 4.123452], [1.541075, -3.387120, 2.789058], [-0.149638, -3.219795, 2.268631], [-1.336980, -0.267664, 2.446984], [-0.203136, 0.970541, 3.035671], [-0.934240, 0.677030, 5.484848], [-0.687399, -0.675144, 7.534566], [0.225497, -2.970956, 7.404997], [0.892606, -3.918487, 5.226976], [1.227501, 2.251166, -3.516913], [1.181433, 1.118295, -2.462447], [-0.052579, 0.323776, -2.615747], [-1.236307, 1.194505, -2.459114], [-1.231327, 2.317105, -3.525020], [-0.003641, 2.131700, -4.369909], [-0.042937, 0.793126, -5.054488], [-0.066933, -0.297145, -3.955662], [2.097572, 2.177498, -4.164865], [1.222872, 3.238378, -3.061459], [1.215811, 1.528953, -1.456128], [2.035037, 0.454366, -2.579465], [-1.227971, 1.618608, -1.457121], [-2.132208, 0.585096, -2.555798], [-1.188828, 3.308669, -3.081227], [-2.100242, 2.272468, -4.177164], [0.019344, 2.862058, -5.081523], [0.831770, 0.717092, -5.696188], [-0.930303, 0.766302, -5.682607], [0.800145, -0.947666, -4.046608], [-0.956627, -0.915792, -4.050959]], "forces_ev_per_a": [[0.434, 0.702, -0.203], [0.048, -0.030, 0.063], [-0.342, -0.313, 0.006], [0.017, -0.007, 0.130], [0.013, -0.022, 0.001], [-0.006, -0.001, 0.002], [0.001, 0.013, -0.023], [0.016, -0.019, -0.002], [-0.012, 0.007, 0.005], [-0.002, 0.023, -0.007], [0.025, 0.031, -0.024], [-0.008, 0.005, -0.027], [0.007, 0.003, -0.063], [0.045, 0.004, -0.035], [-0.002, -0.032, 0.008], [0.011, -0.012, -0.013], [-0.005, 0.023, -0.016], [-0.023, 0.019, 0.009], [0.059, -0.086, 0.103], [-0.052, 0.025, -0.110], [-0.233, -0.427, 0.267], [0.068, 0.034, -0.104], [-0.066, -0.074, 0.106], [0.003, 0.004, -0.003], [-0.003, -0.114, 0.035], [0.005, 0.051, 0.014], [-0.028, -0.022, -0.072], [-0.060, 0.042, -0.026], [-0.039, 0.032, 0.013], [0.006, -0.020, 0.002], [0.027, 0.013, 0.007], [0.000, -0.020, -0.009], [0.073, 0.037, -0.021], [0.026, -0.025, -0.070], [-0.004, 0.010, -0.011], [0.044, 0.060, 0.023], [-0.032, 0.060, 0.012], [0.017, 0.001, 0.016], [-0.028, 0.026, 0.018]], "lowdin_charge": [0.43, -0.37, 1.33, -0.38, -0.31, -0.02, -0.05, -0.04, -0.02, -0.31, 0.07, 0.07, 0.07, 0.07, 0.12, 0.12, 0.12, 0.13, -0.04, -0.15, -0.25, -0.13, -0.04, -0.08, -0.04, -0.12, 0.14, 0.14, 0.12, 0.13, 0.12, 0.13, 0.14, 0.14, 0.20, 0.14, 0.14, 0.13, 0.13]}


> Which formula does entry 3 have?

C14H21AuN2Te